{
  "formula": "C6H10O",
  "method": "ωB97M-V/def2-TZVPD",
  "e_tot_ha": -309.75872,
  "relative_energy_kj_mol": 219.6,
  "lumo_energy_ev": 0.9,
  "largest_force_ev_per_a": 4.44,
  "total_charge": 0,
  "smiles": "CC1(C)C=COC1",
  "orbital_gap_ev": 10.195,
  "species": ["C", "C", "C", "C", "C", "C", "O", "H", "H", "H", "H", "H", "H", "H", "H", "H", "H"],
  "coordinates": [[0.116840, -0.097886, -0.240996], [-0.378781, -1.176461, 0.700279], [1.548123, 0.347109, 0.003561], [-0.174712, -0.347658, -1.705999], [-1.226202, 0.874044, 1.619273], [-0.891374, 1.256530, 0.447123], [-0.678260, -0.687843, 1.941537], [-1.211145, -1.745407, 0.251494], [0.529812, -1.832359, 0.687272], [-1.622077, 1.168639, 2.566840], [-0.999492, 2.091999, -0.206660], [1.745597, 1.290128, -0.504443], [2.248105, -0.397296, -0.384464], [1.724057, 0.458874, 1.071967], [-1.194844, -0.693675, -1.853599], [0.512471, -1.084477, -2.122871], [-0.048117, 0.575739, -2.270313]],
  "forces_ev_per_angstrom": [[-2.2, 2.7, 1.0], [1.4, -1.0, -1.6], [-0.2, -0.2, 0.1], [-0.1, 0.3, 0.2], [1.2, -3.8, 1.9], [2.2, -2.8, -2.6], [-1.1, 3.7, 0.0], [0.0, 0.2, 0.1], [-0.8, -0.2, 0.8], [-0.4, 0.4, 0.0], [-0.3, 0.6, 0.3], [0.1, 0.1, 0.0], [0.0, 0.0, 0.0], [0.1, 0.1, 0.0], [-0.1, -0.1, 0.0], [0.0, -0.1, 0.0], [0.1, 0.0, -0.1]]
}